Model i:
Formula: C9H14ClN3OP
Source: OMol25
Level of theory: ωB97M-V with the def2-TZVPD basis set

Gap between HOMO and LUMO: 7.5560 eV
LUMO level: -4.4 eV
Molar mass: 246.7 g mol⁻¹

Geometry as ORCA input:
```
! wB97M-V def2-TZVPD RIJCOSX def2/J DEFGRID3
* xyz 1 1
C -1.18 -4.20 -1.00
C 0.04 -3.61 -0.85
C -2.35 -3.55 -0.64
C 0.22 -2.50 -0.04
C -2.21 -2.48 0.16
C -0.93 -1.90 0.47
C 0.46 2.10 0.40
C -0.46 2.35 -1.91
C 2.95 1.88 0.71
N 0.49 1.83 -0.90
N 1.62 2.21 1.08
N -0.67 2.49 0.94
O 0.00 2.10 3.55
P -1.18 2.19 2.70
Cl -0.85 -0.48 1.43
H -1.18 -5.14 -1.58
H 0.99 -4.17 -1.01
H -3.30 -4.00 -0.88
H 1.12 -2.26 0.48
H -3.05 -1.80 0.37
H 0.00 2.32 -2.87
H -1.31 1.75 -1.99
H -0.71 3.32 -1.64
H 3.33 2.46 -0.16
H 3.75 2.15 1.47
H 3.13 0.80 0.50
H 1.14 1.03 -1.09
H 1.55 2.51 2.02
H -1.44 2.56 0.25
*
```

Model ii:
Formula: C9H14ClN3OP
Source: OMol25
Level of theory: ωB97M-V with the def2-TZVPD basis set

Gap between HOMO and LUMO (alpha / beta): 8.0834 / 8.0858 eV
LUMO level (alpha / beta): -4.7 / -4.7 eV
Molar mass: 246.7 g mol⁻¹

Geometry as ORCA input:
```
! wB97M-V def2-TZVPD RIJCOSX def2/J DEFGRID3
* xyz 1 1
C 5.19 0.83 -0.10
C 4.75 0.09 1.05
C 4.34 1.07 -1.10
C 3.39 -0.38 1.09
C 2.97 0.64 -1.10
C 2.64 -0.06 -0.02
C -2.20 -0.18 -0.02
C -3.14 0.96 2.13
C -3.98 -0.57 -1.79
N -3.19 0.46 0.79
N -2.62 -0.67 -1.21
N -0.90 -0.34 0.42
O -0.29 -1.80 -1.67
P 0.25 -1.30 -0.39
Cl 0.17 -2.99 0.86
H 6.25 1.00 -0.27
H 5.55 0.01 1.76
H 4.88 1.53 -2.02
H 2.86 -0.74 1.96
H 2.14 0.89 -1.86
H -2.74 0.27 2.89
H -2.67 1.95 2.25
H -4.24 1.18 2.39
H -4.30 0.43 -2.08
H -3.92 -1.28 -2.62
H -4.79 -1.10 -1.09
H -3.90 1.07 0.38
H -1.90 -1.25 -1.76
H -0.61 0.27 1.12
*
```

Which structure wins on stability? model i wins.

Model i:
Formula: C3H12N3O
Source: OMol25
Level of theory: ωB97M-V with the def2-TZVPD basis set

Gap between HOMO and LUMO: 11.7613 eV
LUMO level: -2.8 eV
Molar mass: 106.1 g mol⁻¹

Geometry as ORCA input:
```
! wB97M-V def2-TZVPD RIJCOSX def2/J DEFGRID3
* xyz 1 1
C 2.31 0.70 0.85
C 1.00 -0.01 1.15
N 0.06 0.12 0.01
C -0.19 -0.83 -0.87
N -1.23 -0.71 -1.68
N 0.54 -1.96 -0.95
H 2.88 0.16 0.10
H 2.92 0.91 1.73
H 2.14 1.65 0.32
H 1.14 -1.06 1.39
H 0.46 0.50 1.94
H -0.29 1.04 -0.20
H -1.91 0.00 -1.46
H -1.47 -1.40 -2.38
H 1.49 -2.00 -0.60
H 0.12 -2.88 -0.96
H -3.01 1.97 1.51
H -1.74 2.71 1.65
O -2.16 2.07 1.05
*
```

Model ii:
Formula: C3H12N3O
Source: OMol25
Level of theory: ωB97M-V with the def2-TZVPD basis set

Gap between HOMO and LUMO: 11.7012 eV
LUMO level: -2.9 eV
Molar mass: 106.1 g mol⁻¹

Geometry as ORCA input:
```
! wB97M-V def2-TZVPD RIJCOSX def2/J DEFGRID3
* xyz 1 1
C -0.73 -2.37 -0.41
C -1.45 -0.99 -0.66
N -0.66 0.22 -0.27
C 0.65 0.34 -0.53
N 1.44 1.08 0.22
N 1.07 -0.36 -1.55
H -0.03 -2.16 0.40
H -1.36 -3.20 -0.16
H -0.14 -2.74 -1.23
H -2.30 -0.78 -0.02
H -1.77 -0.70 -1.65
H -0.84 0.75 0.60
H 1.16 1.37 1.20
H 2.33 1.28 0.02
H 2.09 -0.56 -1.75
H 0.33 -0.79 -2.10
H -0.57 2.28 3.31
H -0.55 2.43 1.86
O -0.26 1.80 2.54
*
```

Model iii:
Formula: C3H12N3O
Source: OMol25
Level of theory: ωB97M-V with the def2-TZVPD basis set

Gap between HOMO and LUMO: 10.4185 eV
LUMO level: -3.1 eV
Molar mass: 106.1 g mol⁻¹

Geometry as ORCA input:
```
! wB97M-V def2-TZVPD RIJCOSX def2/J DEFGRID3
* xyz 1 1
C -2.32 -1.04 0.09
C 1.95 0.25 -0.39
C -1.31 0.06 0.32
N 2.40 0.93 0.65
N 0.06 -0.57 -0.10
N -1.40 1.23 -0.57
O 2.57 -0.88 -0.70
H -2.41 -1.34 -0.91
H -1.97 -1.89 0.49
H -3.28 -0.84 0.72
H -1.07 0.45 1.40
H 2.11 1.84 0.86
H 2.71 0.54 1.52
H 0.07 -0.95 -1.03
H 0.11 -1.44 0.44
H -1.06 2.07 -0.09
H 1.59 0.90 -1.27
H -2.23 1.51 -1.01
H 3.48 -0.83 -0.42
*
```

Model iv:
Formula: C3H12N3O
Source: OMol25
Level of theory: ωB97M-V with the def2-TZVPD basis set

Gap between HOMO and LUMO (alpha / beta): 8.4594 / 8.4583 eV
LUMO level (alpha / beta): -5.7 / -5.7 eV
Molar mass: 106.1 g mol⁻¹

Geometry as ORCA input:
```
! wB97M-V def2-TZVPD RIJCOSX def2/J DEFGRID3
* xyz 1 1
C 0.13 -1.94 0.38
C 2.09 0.67 -0.52
C -1.52 -0.12 -0.06
N -1.85 1.16 0.35
N -0.42 -0.65 0.73
N 1.09 0.83 0.46
O -1.61 -0.18 -1.40
H 1.19 -2.01 0.58
H -0.56 -2.63 0.91
H -0.04 -1.96 -0.74
H 2.84 1.42 -0.39
H 2.67 -0.35 -0.47
H 1.59 0.81 -1.44
H -2.23 -0.97 0.41
H -1.76 1.46 1.36
H -2.61 1.59 -0.21
H 1.50 0.67 1.31
H 0.51 1.65 0.50
H -1.01 0.55 -1.75
*
```

Which structure wins on stability? model i wins.

Model i:
Formula: C3H12N3O
Source: OMol25
Level of theory: ωB97M-V with the def2-TZVPD basis set

Gap between HOMO and LUMO: 10.2862 eV
LUMO level: -3.1 eV
Molar mass: 106.1 g mol⁻¹

Geometry as ORCA input:
```
! wB97M-V def2-TZVPD RIJCOSX def2/J DEFGRID3
* xyz 1 1
N 2.06 -2.13 1.42
C 1.16 -1.68 0.56
N 1.43 -1.17 -0.60
H 3.04 -1.96 1.29
H 1.75 -2.33 2.36
H 0.12 -1.77 0.84
H 0.68 -0.66 -1.14
H 2.39 -1.11 -0.89
C -1.38 1.62 1.03
N -1.30 0.59 -0.04
C -0.77 1.19 -1.25
O -0.36 0.20 -2.21
H -0.37 1.76 1.43
H -1.95 1.23 1.86
H -1.76 2.56 0.64
H -2.28 0.35 -0.21
H -1.45 1.90 -1.74
H 0.14 1.72 -0.97
H -1.16 -0.32 -2.39
*
```

Model ii:
Formula: C3H12N3O
Source: OMol25
Level of theory: ωB97M-V with the def2-TZVPD basis set

Gap between HOMO and LUMO: 11.1324 eV
LUMO level: -2.9 eV
SMILES: C[NH2+]N(C)[C@@H](N)O
Molar mass: 106.1 g mol⁻¹

Geometry as ORCA input:
```
! wB97M-V def2-TZVPD RIJCOSX def2/J DEFGRID3
* xyz 1 1
C 2.01 1.07 0.05
N 0.76 0.52 0.69
N -0.22 0.23 -0.26
C -1.08 1.34 -0.29
C -0.89 -1.28 0.25
N -1.30 -1.98 -0.85
O 0.19 -1.90 0.87
H 1.98 2.09 -0.19
H 2.87 1.04 0.71
H 2.12 0.49 -0.80
H 1.14 -0.28 1.30
H 0.45 1.27 1.25
H -1.78 1.13 -1.08
H -1.61 1.56 0.65
H -0.51 2.14 -0.57
H -1.70 -1.13 0.94
H -2.30 -2.00 -1.08
H -0.68 -2.03 -1.66
H 0.55 -2.27 0.06
*
```

Model iii:
Formula: C3H12N3O
Source: OMol25
Level of theory: ωB97M-V with the def2-TZVPD basis set

Gap between HOMO and LUMO: 11.5027 eV
LUMO level: -2.8 eV
Molar mass: 106.1 g mol⁻¹

Geometry as ORCA input:
```
! wB97M-V def2-TZVPD RIJCOSX def2/J DEFGRID3
* xyz 1 1
C -1.67 0.27 -0.42
C 0.28 1.75 0.00
N 1.20 0.90 -0.43
N -1.00 1.46 0.13
N 0.70 2.99 0.33
H 1.03 -0.10 -0.47
H 2.17 1.12 -0.61
H -1.67 2.18 0.27
H 0.13 3.66 0.81
H 1.64 3.25 0.11
H -1.93 -0.45 0.34
H -1.05 -0.24 -1.15
H -2.59 0.61 -0.89
C 0.40 -3.08 0.64
O 0.54 -1.92 -0.21
H 0.80 -2.25 -1.07
H 0.96 -3.94 0.29
H 0.74 -2.82 1.64
H -0.65 -3.38 0.69
*
```

Model iv:
Formula: C3H12N3O
Source: OMol25
Level of theory: ωB97M-V with the def2-TZVPD basis set

Gap between HOMO and LUMO: 11.2971 eV
LUMO level: -2.9 eV
Molar mass: 106.1 g mol⁻¹

Geometry as ORCA input:
```
! wB97M-V def2-TZVPD RIJCOSX def2/J DEFGRID3
* xyz 1 1
C -2.45 0.12 -0.07
C -0.95 0.01 0.41
C 2.51 -0.29 -0.36
N -0.40 -1.28 -0.33
N 3.53 0.42 -0.02
N -0.14 1.02 -0.08
O 2.06 -0.98 0.52
H -2.47 0.53 -1.09
H -2.96 0.68 0.83
H -2.94 -0.89 -0.06
H -0.80 -0.08 1.43
H 1.97 -0.21 -1.28
H -0.31 -1.09 -1.34
H -0.91 -2.17 -0.14
H 3.56 0.40 1.07
H 3.97 1.20 -0.48
H -0.44 1.50 -0.95
H 0.18 1.81 0.49
H 0.67 -1.40 0.00
*
```

Which structure wins on stability? model iii wins.

Model i:
Formula: C6H16N
Source: OMol25
Level of theory: ωB97M-V with the def2-TZVPD basis set

Gap between HOMO and LUMO: 11.7311 eV
LUMO level: -3.4 eV
SMILES: CC(C)C[C@@H](C)[NH3+]
Molar mass: 102.2 g mol⁻¹

Geometry as ORCA input:
```
! wB97M-V def2-TZVPD RIJCOSX def2/J DEFGRID3
* xyz 1 1
C 0.66 -1.89 -0.49
C 0.05 -0.76 -1.30
C -1.41 -1.04 -1.64
C 0.22 0.67 -0.69
C 0.59 0.78 0.78
C 0.81 2.21 1.26
N -0.52 0.20 1.62
H 0.05 -2.15 0.39
H 0.73 -2.81 -1.05
H 1.65 -1.68 -0.09
H 0.60 -0.70 -2.24
H -2.09 -0.74 -0.84
H -1.57 -2.12 -1.76
H -1.73 -0.58 -2.58
H -0.72 1.21 -0.84
H 0.98 1.20 -1.25
H 1.50 0.21 1.00
H 1.52 2.75 0.63
H 1.19 2.22 2.29
H -0.11 2.80 1.27
H -0.25 0.14 2.61
H -0.80 -0.74 1.33
H -1.34 0.81 1.58
*
```

Model ii:
Formula: C6H16N
Source: OMol25
Level of theory: ωB97M-V with the def2-TZVPD basis set

Gap between HOMO and LUMO: 11.1052 eV
LUMO level: -3.6 eV
SMILES: CCCCCC[NH3+]
Molar mass: 102.2 g mol⁻¹

Geometry as ORCA input:
```
! wB97M-V def2-TZVPD RIJCOSX def2/J DEFGRID3
* xyz 1 1
C 0.95 -0.22 2.70
C 0.49 1.03 1.95
C 0.72 0.93 0.41
C 0.72 -0.47 -0.22
C 0.48 -0.42 -1.73
C -0.98 -0.22 -2.18
N -1.93 -0.48 -1.01
H 1.97 -0.53 2.45
H 0.23 -1.04 2.58
H 0.94 -0.05 3.79
H -0.56 1.21 2.19
H 1.07 1.88 2.29
H 1.70 1.35 0.24
H 0.01 1.60 -0.09
H 0.14 -1.21 0.33
H 1.71 -0.91 -0.11
H 0.94 -1.29 -2.18
H 1.02 0.47 -2.07
H -1.15 0.76 -2.59
H -1.26 -1.01 -2.88
H -1.76 -1.41 -0.63
H -2.92 -0.38 -1.26
H -1.63 0.12 -0.24
*
```

Model iii:
Formula: C6H16N
Source: OMol25
Level of theory: ωB97M-V with the def2-TZVPD basis set

Gap between HOMO and LUMO: 7.6674 eV
LUMO level: -6.8 eV
Molar mass: 102.2 g mol⁻¹

Geometry as ORCA input:
```
! wB97M-V def2-TZVPD RIJCOSX def2/J DEFGRID3
* xyz 1 1
C 1.50 1.00 -1.72
C 1.26 -0.14 -0.73
C 0.04 0.04 0.04
C -0.74 -1.11 0.34
C -1.54 -0.97 1.66
C -1.72 -1.41 -0.83
N 2.39 -0.34 0.22
H 2.45 0.92 -2.24
H 1.37 1.98 -1.25
H 0.69 0.98 -2.45
H 1.14 -1.01 -1.38
H -0.51 4.02 1.48
H -0.24 1.06 0.32
H -0.04 -1.92 0.55
H -2.60 -0.80 1.51
H -1.49 -1.91 2.22
H -1.14 -0.18 2.29
H -2.44 -0.62 -1.00
H -2.22 -2.34 -0.59
H -1.19 -1.58 -1.78
H 2.10 -0.28 1.20
H -0.23 4.29 2.11
H 3.14 0.32 0.01
*
```

Which structure wins on stability? model i wins.

Model i:
Formula: C8H12
Source: OMol25
Level of theory: ωB97M-V with the def2-TZVPD basis set

Gap between HOMO and LUMO: 9.3137 eV
LUMO level: -0.1 eV
Molar mass: 108.2 g mol⁻¹

Geometry as ORCA input:
```
! wB97M-V def2-TZVPD RIJCOSX def2/J DEFGRID3
* xyz 0 1
C 1.93 1.77 -1.61
C 1.02 0.96 -1.15
C -0.47 0.48 -1.28
C 1.31 -0.22 -0.05
C -0.13 -0.47 0.08
C -1.41 1.68 -1.01
C 1.85 0.27 1.32
C -0.66 -1.91 0.10
H -0.51 -0.25 -2.15
H 2.02 -0.93 -0.50
H -0.48 -0.03 0.94
H -1.12 2.40 -1.76
H -1.29 2.00 -0.01
H -2.50 1.40 -1.19
H 1.12 1.06 1.66
H 2.96 0.58 1.30
H 1.86 -0.58 1.92
H -0.72 -2.30 -0.92
H -1.72 -1.81 0.41
H -0.07 -2.59 0.72
*
```

Model ii:
Formula: C8H12
Source: OMol25
Level of theory: ωB97M-V with the def2-TZVPD basis set

Gap between HOMO and LUMO: 9.1787 eV
LUMO level: 0.8 eV
SMILES: C#CC(=C)C.C=CC
Molar mass: 108.2 g mol⁻¹

Geometry as ORCA input:
```
! wB97M-V def2-TZVPD RIJCOSX def2/J DEFGRID3
* xyz 0 1
C 0.74 -0.85 -2.20
C 0.63 -0.69 -1.00
C 1.37 -0.44 0.32
C 1.56 -1.50 1.12
C 2.35 0.70 0.25
H 0.84 -0.86 -3.26
H 2.28 -1.46 1.93
H 0.94 -2.38 1.08
H 2.84 0.84 1.21
H 3.10 0.53 -0.52
H 1.82 1.62 0.00
C -1.19 0.69 1.22
C -1.80 0.20 0.20
C -3.04 0.45 -0.56
H -1.46 1.50 1.89
H -0.02 0.39 1.19
H -0.88 -0.31 -0.57
H -3.66 -0.45 -0.60
H -3.63 1.26 -0.11
H -2.80 0.73 -1.59
*
```

Which structure wins on stability? model i wins.

Model i:
Formula: C10H15NO
Source: OMol25
Level of theory: ωB97M-V with the def2-TZVPD basis set

Gap between HOMO and LUMO: 9.5366 eV
LUMO level: 0.8 eV
Molar mass: 165.2 g mol⁻¹

Geometry as ORCA input:
```
! wB97M-V def2-TZVPD RIJCOSX def2/J DEFGRID3
* xyz 0 1
C 2.82 -1.14 0.19
C -2.45 -0.84 0.42
C -2.11 0.01 -0.74
C -1.59 -2.21 0.35
C -0.73 0.64 -0.47
C -0.20 -1.83 0.01
C 0.19 -0.49 -0.37
C 2.17 1.04 1.14
C 2.52 0.75 -1.30
C 2.22 0.03 -0.02
N 3.39 -2.14 0.29
O 0.25 -1.50 -1.29
H -2.17 -0.15 1.20
H -3.45 -1.18 0.57
H -2.01 -0.53 -1.66
H -2.80 0.72 -0.85
H -1.62 -2.84 1.21
H -2.01 -2.90 -0.55
H -0.35 1.32 -1.24
H -0.78 1.17 0.36
H 0.56 -2.45 0.49
H 1.55 1.93 0.86
H 3.14 1.37 1.42
H 1.67 0.53 1.90
H 3.47 1.16 -1.46
H 2.53 0.10 -2.15
H 1.80 1.54 -1.56
*
```

Model ii:
Formula: C10H15NO
Source: OMol25
Level of theory: ωB97M-V with the def2-TZVPD basis set

Gap between HOMO and LUMO: 7.0604 eV
LUMO level: 0.3 eV
Molar mass: 165.2 g mol⁻¹

Geometry as ORCA input:
```
! wB97M-V def2-TZVPD RIJCOSX def2/J DEFGRID3
* xyz 0 1
C -1.38 -0.78 1.03
N -0.15 -0.07 1.34
C 1.09 -0.78 1.03
C -0.15 1.26 1.46
H -1.14 -1.85 0.98
H -2.11 -0.60 1.81
H -1.83 -0.45 0.08
H 0.85 -1.84 0.98
H 1.54 -0.45 0.08
H 1.82 -0.59 1.81
H 0.79 1.76 1.25
H -1.08 1.76 1.25
C -0.14 7.91 3.64
C -0.14 6.43 3.54
C -0.14 5.85 2.27
C -0.15 4.47 2.09
C -0.15 3.57 3.22
O -0.15 2.27 3.16
C -0.14 4.22 4.51
C -0.14 5.59 4.65
H -0.14 8.23 4.68
H 0.74 8.34 3.16
H -1.03 8.34 3.16
H -0.15 6.51 1.41
H -0.15 4.04 1.10
H -0.14 3.55 5.36
H -0.14 6.01 5.65
*
```

Model iii:
Formula: C10H15NO
Source: OMol25
Level of theory: ωB97M-V with the def2-TZVPD basis set

Gap between HOMO and LUMO: 9.5083 eV
LUMO level: 0.8 eV
SMILES: CCc1ccccc1.CC(N)=O
Molar mass: 165.2 g mol⁻¹

Geometry as ORCA input:
```
! wB97M-V def2-TZVPD RIJCOSX def2/J DEFGRID3
* xyz 0 1
C -2.61 0.30 -1.52
C -2.02 -0.42 -0.34
C -0.74 -1.13 -0.53
C -0.73 -2.09 -1.54
C 0.44 -2.96 -1.46
C 1.46 -2.72 -0.61
C 1.51 -1.53 0.23
C 0.32 -0.94 0.35
H -3.65 0.73 -1.51
H -2.89 -0.51 -2.42
H -1.96 1.10 -1.92
H -2.30 0.11 0.59
H -2.78 -1.33 -0.28
H -1.40 -2.19 -2.29
H 0.39 -3.90 -2.09
H 2.16 -3.54 -0.65
H 2.33 -1.35 0.81
H 0.22 -0.12 1.02
C 0.42 3.15 1.50
C 1.35 2.17 2.02
N 2.42 1.69 1.18
O 1.08 1.68 3.04
H -0.54 3.08 1.28
H 0.95 3.52 0.57
H 0.57 4.04 2.14
H 2.88 0.80 1.49
H 3.12 2.34 0.94
*
```

Which structure wins on stability? model ii wins.